1 | 18
Properties=species:S:1:pos:R:3:lowdin_charge:R:1 method="wB97M-V/def2-TZVPD" homo_lumo_gap_ev=10.2 e_lumo_ev=0.56 multiplicity=1 homo_energy_ev=-9.6
O -2.81753 1.58080 0.03359 0.0427
O -3.06650 -0.64591 -0.03939 0.0621
N 1.50918 -1.46224 -0.41100 0.0462
C 1.33339 -0.36418 0.45766 -0.5014
C 2.62406 1.84321 -0.21206 0.1974
C 2.04838 0.79961 0.13837 -0.0805
C -0.98463 0.09767 -0.49433 -0.1350
C -0.14141 -0.17735 0.73168 -0.1499
C -2.32470 0.43405 -0.15172 -0.5686
H -0.55542 -1.22867 1.33130 0.2018
H -0.97841 -0.69051 -1.06083 0.0621
H 2.39506 -2.06829 -0.72721 0.1699
H -0.27113 0.60941 1.41641 0.1012
H -4.15781 -0.42910 0.18625 0.2581
H 1.70463 -0.72046 1.61734 0.2075
H -0.55185 0.98566 -1.08664 0.1790
H 3.00641 2.61611 -0.50163 -0.0777
H 1.22828 -1.17982 -1.22779 -0.0148



2 | 18
Properties=species:S:1:pos:R:3:lowdin_charge:R:1 method="wB97M-V/def2-TZVPD" homo_lumo_gap_ev=7.4 e_lumo_ev=0.74 multiplicity=1 homo_energy_ev=-6.6
O -1.51740 -1.84711 0.82184 0.0847
O -1.83592 1.38789 -0.04504 -0.1468
N 0.72887 -1.14960 0.57953 -0.1285
C -0.58263 -0.95110 0.55947 -0.2272
C 0.64243 1.01535 -0.07436 -0.0949
C 1.36615 -2.40964 0.99451 0.0045
C -1.80240 2.51431 -0.84111 -0.1414
C 1.49656 -0.04250 0.22171 -0.1114
C -0.66812 0.62204 -0.01500 -0.1478
H -1.47340 2.49874 -1.85358 0.0692
H 1.58584 -2.45811 2.09427 0.1082
H -0.96869 3.18084 -0.35632 0.1020
H -2.32827 -1.36607 1.08612 0.1389
H 0.92880 2.07272 -0.10930 0.1078
H -2.85977 2.99849 -0.66746 0.1278
H 0.54580 -3.20391 0.79118 0.1232
H 2.22094 -2.63077 0.52220 0.0344
H 2.53939 -0.21807 0.05381 0.0973



3 | 18
Properties=species:S:1:pos:R:3:lowdin_charge:R:1 method="wB97M-V/def2-TZVPD" homo_lumo_gap_ev=10.5 e_lumo_ev=0.73 multiplicity=1 homo_energy_ev=-9.8
O -0.71358 2.22282 -0.09315 0.1084
O -3.02444 0.24777 -0.06329 -0.0174
N 1.35422 1.10492 -0.45639 0.0653
C -0.69038 -0.11653 -0.47351 -0.2222
C 2.22677 0.50680 0.63424 -0.0415
C -0.06323 1.21543 -0.28959 -0.4035
C 1.68543 -0.35659 -0.42865 -0.2790
C -1.90687 -0.41994 0.36346 -0.2474
C 0.45891 -1.13445 -0.18078 -0.0976
H -0.94167 -0.09511 -1.52598 0.1647
H 0.35534 -1.98080 -0.83249 0.1177
H 3.30427 0.81199 0.70476 0.1218
H 0.43832 -1.37410 0.88035 0.1226
H 2.34267 -0.72777 -1.27120 0.1591
H -1.53874 -0.02736 1.28872 0.1251
H -2.89065 1.17763 -0.17208 0.0759
H -2.11962 -1.46646 0.30907 0.1295
H 1.72324 0.41174 1.60651 0.1185



Energy ordering: 3 at the bottom, the next structure 41.1 kcal/mol above.



1 | 18
Properties=species:S:1:pos:R:3:lowdin_charge:R:1 method="wB97M-V/def2-TZVPD" homo_lumo_gap_ev="7.5 / 7.0" e_lumo_ev="0.64 / 0.66" multiplicity=1 homo_energy_ev="-6.8 / -6.3"
O 0.18566 1.95342 2.73429 -0.0436
O -0.07280 -1.27899 -2.43206 0.0659
N -1.57750 0.52519 0.98341 0.1079
C -1.33457 -2.29769 -0.66111 -0.0636
C 0.69867 0.56991 -0.11707 -0.1154
C -0.50976 -1.22339 -1.32749 -0.2766
C 1.93239 0.62636 -0.88675 -0.0814
C -0.48836 0.51162 0.21842 -0.2241
C 0.91108 2.00238 1.77305 -0.1060
H 2.21549 1.66101 -1.08690 0.0846
H 1.80847 0.10920 -1.84077 0.0722
H -1.47130 -3.17159 -1.30371 0.0753
H 1.88532 2.57655 1.86571 0.0671
H -0.87192 -2.59365 0.28128 0.0801
H 2.74611 0.14625 -0.33930 0.0876
H -2.37899 1.00410 0.59550 0.1115
H -2.31174 -1.87795 -0.41195 0.0699
H -1.36627 0.75725 1.95544 0.0885



2 | 18
Properties=species:S:1:pos:R:3:lowdin_charge:R:1 method="wB97M-V/def2-TZVPD" homo_lumo_gap_ev=9.9 e_lumo_ev=0.79 multiplicity=1 homo_energy_ev=-9.1
O -3.97024 0.50576 -0.19799 -0.0137
O 2.00957 -1.00543 -0.19795 0.0743
N 2.90214 1.02738 -0.04573 0.1116
C 1.50216 1.03372 0.26234 -0.0664
C -0.40693 -0.73457 0.32251 -0.2094
C 0.89553 -0.20864 0.16375 -0.2463
C -1.46070 0.20081 -0.12416 -0.1830
C -2.90928 -0.38349 0.14806 -0.2034
C 3.03583 -0.23880 -0.21034 -0.2953
H -3.03864 -1.30896 -0.44692 0.1286
H -1.25819 1.14859 0.32203 0.1112
H 3.79814 -0.79351 -0.60740 0.1117
H -2.79115 -0.45101 1.20369 0.1032
H -0.54539 -1.04840 1.39500 0.1389
H -3.97470 0.87387 -0.98442 -0.0046
H -0.48079 -1.86969 -0.12080 0.1887
H 1.07681 2.07427 0.54319 0.1393
H -1.35532 0.16626 -1.18976 0.1145



3 | 18
Properties=species:S:1:pos:R:3:lowdin_charge:R:1 method="wB97M-V/def2-TZVPD" homo_lumo_gap_ev=9.4 e_lumo_ev=0.27 multiplicity=1 homo_energy_ev=-9.2
O -0.57450 1.35051 1.56783 -0.0921
O 2.37733 0.06426 1.45752 0.0696
N -0.51900 -0.23365 -0.93724 -0.1507
C -1.03480 -0.74515 0.39448 -0.1225
C 0.61135 0.73134 -0.39617 -0.1542
C 0.00363 -1.38703 -1.67338 -0.1188
C 1.23012 0.06855 0.89161 -0.2079
C -0.14460 -0.08375 1.46553 -0.2298
C -0.07454 1.91888 0.30789 -0.1005
H 0.52123 -0.88994 -2.48706 0.0721
H -0.22743 -0.50113 2.51042 0.1734
H -2.09717 -0.29442 0.48944 0.1509
H -0.91128 -1.87769 0.49277 0.1342
H -0.83633 2.13289 -0.33643 0.0891
H 0.56146 2.77293 0.56286 0.1390
H 1.21348 0.99907 -1.23062 0.1345
H -0.86333 -1.98841 -2.02418 0.0946
H 0.76438 -2.03727 -1.05528 0.1191



Energy ordering: 2 at the bottom, the next structure 10.7 kcal/mol above.



1 | 15
Properties=species:S:1:pos:R:3:lowdin_charge:R:1 method="wB97M-V/def2-TZVPD" homo_lumo_gap_ev="11.6 / 5.2" total_charge=+1 e_lumo_ev="-3.13 / -8.79" multiplicity=2 homo_energy_ev="-14.7 / -14.0"
O -2.61864 0.79880 -0.26302 0.2424
O -1.37259 -0.52948 -1.60019 0.1827
N 2.98138 -0.74161 0.78754 0.0729
N -0.40982 0.54485 0.14537 0.2299
C -1.59940 0.30608 -0.59695 -0.5346
C 0.53195 -0.44929 0.50133 -0.1139
C 1.87949 0.16231 0.90558 -0.2431
H 3.31281 -1.12520 1.66055 0.1021
H -2.21782 -0.92683 -1.86874 0.1680
H 2.15153 1.06197 0.33950 0.1357
H 1.79843 0.59071 1.90456 0.1293
H -0.31042 1.43573 0.63152 0.1926
H 0.14626 -0.97600 1.39266 0.1831
H 0.54112 -1.21336 -0.27567 0.1471
H 3.76243 -0.33034 0.28491 0.1058



2 | 15
Properties=species:S:1:pos:R:3:lowdin_charge:R:1 method="wB97M-V/def2-TZVPD" homo_lumo_gap_ev="11.9 / 6.2" total_charge=+1 e_lumo_ev="-3.44 / -9.06" multiplicity=2 homo_energy_ev="-15.3 / -15.3"
O 2.20597 0.43748 -0.08597 -0.0297
O -1.75079 0.39245 -1.21564 0.2071
N -1.34198 -2.11460 -0.06985 0.2163
N -0.01610 1.35233 -0.11064 0.1148
C 1.21601 1.21239 0.59314 -0.2340
C -0.80631 0.32669 -0.51016 -0.3822
C -0.48652 -1.05659 0.30327 -0.0753
H 1.59403 2.22913 0.74532 0.1474
H -0.55170 -0.98888 1.39652 0.1532
H 2.15268 0.76167 -1.00804 0.1174
H -2.33774 -1.94849 0.09386 0.1533
H 1.10249 0.77658 1.58367 0.1376
H -1.27954 -2.24041 -1.08785 0.1502
H 0.57906 -1.24766 0.11139 0.1410
H -0.27957 2.10792 -0.73900 0.1828



Energy ordering: 1 at the bottom, the next structure 12.0 kcal/mol above.



1 | 11
Properties=species:S:1:pos:R:3:lowdin_charge:R:1 method="wB97M-V/def2-TZVPD" homo_lumo_gap_ev="6.4 / 6.8" e_lumo_ev="-0.69 / -1.06" multiplicity=1 homo_energy_ev="-7.1 / -7.9"
P 2.72965 0.85232 -0.19699 0.7024
O -2.18196 1.40605 -0.07828 -0.0048
C -0.66495 -0.43948 -0.41120 -0.1565
C 1.80942 -0.55571 0.09531 -0.6431
C 0.49863 -1.06460 -0.07873 -0.2326
C -0.95052 0.81804 -0.09381 -0.1900
H -2.26760 2.16859 0.55301 0.1306
H 0.33273 -2.16054 0.04584 0.1105
H -1.48660 -1.24963 -0.67437 0.1599
H 2.35249 -1.33886 0.57545 0.0056
H -0.17131 1.56382 0.26376 0.1181



2 | 11
Properties=species:S:1:pos:R:3:lowdin_charge:R:1 method="wB97M-V/def2-TZVPD" homo_lumo_gap_ev="7.3 / 7.0" e_lumo_ev="-0.77 / -0.89" multiplicity=1 homo_energy_ev="-8.0 / -7.9"
P 1.20101 -0.01690 -0.33746 0.7653
O 2.68799 -0.27720 0.22156 -0.2401
C -1.13419 -0.77285 0.09286 -0.3548
C 0.13347 -1.31387 0.19827 -0.2409
C 0.60547 1.43688 0.20315 -0.1432
C -1.30192 0.51120 0.08530 0.0179
H 2.75456 -0.14631 1.10510 -0.0005
H -1.87599 -1.36758 -0.27277 0.0781
H -1.91634 1.25656 -0.33456 0.0473
H 0.61836 2.39518 -0.29766 -0.0138
H 0.30794 -2.35931 -0.19534 0.0847



Energy ordering: 1 at the bottom, the next structure 35.4 kcal/mol above.



1 | 8
Properties=species:S:1:pos:R:3:lowdin_charge:R:1 method="wB97M-V/def2-TZVPD" homo_lumo_gap_ev=10.0 e_lumo_ev=0.01 multiplicity=1 homo_energy_ev=-10.0
O 0.58665 1.25378 -1.91335 0.0549
C 0.50380 -0.23960 -0.04082 -0.1100
C -0.25083 -0.66095 1.01555 0.0573
C -0.00494 0.79873 -0.97884 -0.3200
H -1.08831 1.13996 -0.59218 0.1409
H 0.16778 -1.23384 1.74162 0.0142
H -1.37507 -0.62602 1.10484 0.0923
H 1.46092 -0.43206 -0.33683 0.0704



2 | 8
Properties=species:S:1:pos:R:3:lowdin_charge:R:1 method="wB97M-V/def2-TZVPD" homo_lumo_gap_ev="5.7 / 6.0" e_lumo_ev="-4.11 / -4.09" multiplicity=1 homo_energy_ev="-9.8 / -10.0"
O -0.73725 1.01534 0.50968 -0.0443
C -1.65031 0.16966 0.01361 -0.2390
C 1.96062 0.50826 0.08982 0.0284
C 2.76247 -0.35549 -0.10267 -0.0825
H 3.53996 -0.95117 -0.27277 -0.0470
H -1.32163 -0.79444 0.38866 0.0817
H -2.71745 0.18345 0.57539 0.1528
H -1.83640 0.22440 -1.20172 0.1499



3 | 8
Properties=species:S:1:pos:R:3:lowdin_charge:R:1 method="wB97M-V/def2-TZVPD" homo_lumo_gap_ev=10.0 e_lumo_ev=0.71 multiplicity=1 homo_energy_ev=-9.3
O 0.55472 -2.83284 -1.56619 -0.0011
C -0.50879 0.38043 0.32728 -0.0830
C 0.47857 -1.80325 -0.88104 -0.0829
C 0.18198 0.25997 -0.77616 -0.0025
H -0.54053 -0.35081 1.06080 0.0127
H 0.41466 -1.97509 0.19729 0.0574
H 0.28502 0.83038 -1.63051 0.0207
H -1.16196 1.17797 0.74708 0.0786



Energy ordering: 1 at the bottom, the next structure 53.8 kcal/mol above.



1 | 15
Properties=species:S:1:pos:R:3:lowdin_charge:R:1 method="wB97M-V/def2-TZVPD" homo_lumo_gap_ev=11.4 total_charge=+1 e_lumo_ev=-4.08 multiplicity=1 homo_energy_ev=-15.4
O -2.82521 1.07615 0.04288 0.2369
N 0.87993 -1.09698 0.31228 0.1820
N -0.54358 0.33395 0.22011 0.1397
C 0.92413 0.46405 0.58834 -0.1733
C -1.85522 -1.29123 -0.33257 0.1189
C 1.82042 1.28259 -0.28374 -0.0298
C -2.00418 0.27811 -0.16604 -0.2793
C -0.41420 -0.96091 0.00615 -0.2273
H 1.65026 1.12408 -1.41898 0.1275
H -2.19303 -1.81078 -1.18926 0.1178
H 1.53563 -1.89835 -0.06839 0.2263
H 1.45518 2.26301 -0.03541 0.0840
H 2.91038 1.02744 0.07901 0.1441
H -2.42141 -1.54591 0.61428 0.1690
H 1.08090 0.75477 1.63133 0.1634



2 | 15
Properties=species:S:1:pos:R:3:lowdin_charge:R:1 method="wB97M-V/def2-TZVPD" homo_lumo_gap_ev=9.5 total_charge=+1 e_lumo_ev=-5.35 multiplicity=1 homo_energy_ev=-14.9
O -1.40506 2.07377 0.86698 0.2208
N -3.89665 -1.48101 0.62174 0.3983
N -3.42934 -0.65101 0.04599 -0.0107
C -1.28212 1.04088 0.34826 -0.2571
C 1.00589 0.46727 0.30669 -0.0623
C -0.25176 0.07512 0.32368 -0.0745
C 2.14689 -0.49575 0.01270 -0.0395
C -2.82177 0.37646 -0.55781 -0.0250
H 2.63601 -0.67985 1.01822 0.1234
H -3.53647 1.21972 -0.53774 0.1482
H -2.44829 -0.00585 -1.59274 0.1811
H -0.36474 -0.93352 0.21160 0.0925
H 1.62958 -1.37540 -0.36270 0.0742
H 2.79367 -0.05544 -0.75505 0.0967
H 1.38474 1.47615 0.33289 0.1338



Energy ordering: 1 at the bottom, the next structure 1.8 kcal/mol above.



1 | 17
Properties=species:S:1:pos:R:3:lowdin_charge:R:1 method="wB97M-V/def2-TZVPD" homo_lumo_gap_ev="8.3 / 7.7" e_lumo_ev="0.83 / 0.61" multiplicity=1 homo_energy_ev="-7.4 / -7.1"
O 2.15046 0.79412 0.35396 -0.0917
O -2.69670 0.06636 0.09831 -0.0572
C 0.32443 -0.67682 -0.17314 -0.0971
C 1.81806 -0.48694 -0.15445 -0.2855
C -1.87020 0.33401 -1.04988 -0.1040
C -0.56635 0.44079 -0.19481 -0.3052
C -1.57976 0.06433 0.88447 -0.1330
H 0.01439 0.35252 2.46852 0.0895
H -2.18169 1.22438 -1.60227 0.1218
H 2.17365 -0.56034 -1.20319 0.1200
H 3.07870 0.95863 0.14862 0.0908
H -1.52648 -0.73109 1.62927 0.0844
H 2.33338 -1.28464 0.40604 0.1132
H -1.86853 -0.55314 -1.68372 0.1216
H 0.48880 -0.11915 2.12203 0.0738
H -0.03344 -1.66036 -0.46189 0.1148
H -0.09650 1.42292 -0.12159 0.1438



2 | 17
Properties=species:S:1:pos:R:3:lowdin_charge:R:1 method="wB97M-V/def2-TZVPD" homo_lumo_gap_ev=8.8 e_lumo_ev=0.32 multiplicity=1 homo_energy_ev=-8.5
O -2.89722 -0.23882 -1.14401 -0.0135
O -1.16663 0.94188 -0.11607 -0.0759
C -1.68454 -0.07513 -1.16437 -0.4840
C -0.05642 -0.62365 0.39978 -0.1140
C 1.64498 1.16611 1.00058 -0.0973
C -0.71325 -1.46012 -0.52457 -0.0724
C 1.29813 -0.04615 0.14509 -0.2288
H 1.39155 0.18268 -0.92392 0.1265
H -0.12189 -1.83519 -1.35895 0.1081
H 2.00610 -0.86726 0.33873 0.1314
H 0.95105 1.98345 0.78730 0.0708
H -0.39533 -0.60791 1.43484 0.1407
H 2.66412 1.50920 0.79799 0.0747
H -1.44617 -2.16157 -0.13608 0.1063
H -1.93747 1.01800 0.47147 0.1107
H -1.11591 0.18931 -2.07565 0.1383
H 1.57890 0.92516 2.06785 0.0783



3 | 17
Properties=species:S:1:pos:R:3:lowdin_charge:R:1 method="wB97M-V/def2-TZVPD" homo_lumo_gap_ev=7.9 e_lumo_ev=0.21 multiplicity=1 homo_energy_ev=-7.7
O 0.01547 -1.62575 1.88273 -0.1629
O 0.67140 0.05058 -1.65072 -0.1346
C 1.47265 0.36876 -0.51724 -0.2052
C -0.87297 0.61871 -0.00506 -0.3342
C 0.51255 0.51844 0.65783 -0.1593
C -1.19606 -0.73275 0.44000 0.1389
C -0.54314 0.74697 -1.48468 -0.1809
H 0.47238 -2.39899 1.51832 0.0446
H 2.01671 1.31348 -0.68146 0.1179
H -1.52021 1.38897 0.41894 0.1458
H -1.95498 -0.90472 1.19095 0.1027
H 2.21643 -0.43265 -0.42008 0.1182
H 0.70136 1.33643 1.35175 0.1079
H 0.51762 -0.69287 1.46420 0.0252
H -0.43020 1.81799 -1.71304 0.1299
H -0.99088 -1.56071 -0.23244 0.1170
H -1.28254 0.29138 -2.15046 0.1292



4 | 17
Properties=species:S:1:pos:R:3:lowdin_charge:R:1 method="wB97M-V/def2-TZVPD" homo_lumo_gap_ev=10.7 e_lumo_ev=0.78 multiplicity=1 homo_energy_ev=-9.9
O -2.52037 0.13769 0.46247 0.0662
O 0.34975 1.82408 -0.09911 0.0249
C 0.71332 0.80150 0.42287 -0.3330
C -0.16680 -0.37819 0.73722 -0.2357
C -1.60322 -0.10639 1.20443 -0.2536
C -0.12135 -1.02428 -0.70860 -0.1652
C 0.84526 -0.52721 -1.82525 -0.1026
H 1.78651 0.54398 0.53638 0.1398
H -0.40088 2.23372 1.84481 0.0741
H -1.78743 -0.19153 2.30152 0.1210
H -0.43011 1.89688 2.50513 0.0823
H 0.29898 -1.00403 1.51577 0.1395
H 0.66557 0.50779 -2.13702 0.0747
H 1.91538 -0.61973 -1.59916 0.0746
H 0.65990 -1.16055 -2.69941 0.0767
H -1.13171 -0.86614 -1.09172 0.1074
H 0.06658 -2.08659 -0.56243 0.1087



Energy ordering: 4 at the bottom, the next structure 13.0 kcal/mol above.



1 | 17
Properties=species:S:1:pos:R:3:lowdin_charge:R:1 method="wB97M-V/def2-TZVPD" homo_lumo_gap_ev=10.2 e_lumo_ev=0.79 multiplicity=1 homo_energy_ev=-9.5
O -2.27728 1.42700 0.82468 0.1263
O -0.53861 0.17177 1.61602 -0.0040
C -1.10482 1.23314 0.81519 -0.5138
C 0.31856 -1.45210 0.02688 -0.2426
C -0.65076 -1.23933 -1.18578 -0.0764
C 1.62980 -1.19729 -0.04220 -0.0411
C -0.05427 2.05913 0.12486 0.0105
H 0.61863 1.41037 -0.43306 0.0628
H 2.03955 -0.45530 -0.71186 0.0493
H -0.53586 2.77247 -0.53849 0.0913
H -0.76977 -2.21597 -1.65259 0.0721
H -1.64370 -0.93341 -0.85509 0.0648
H 0.42030 0.23716 1.74047 0.0870
H 2.34224 -1.67309 0.61410 0.0499
H 0.52376 2.59960 0.87426 0.0952
H -0.26692 -0.52177 -1.90992 0.0698
H -0.05084 -2.22239 0.69254 0.0989



2 | 17
Properties=species:S:1:pos:R:3:lowdin_charge:R:1 method="wB97M-V/def2-TZVPD" homo_lumo_gap_ev=8.7 e_lumo_ev=0.70 multiplicity=1 homo_energy_ev=-8.0
O 0.71418 -3.36715 3.39065 -0.1050
O 1.16485 1.40081 0.49287 0.0453
C 0.27908 0.47277 0.13957 -0.3557
C -0.91874 1.79154 -3.18589 -0.0061
C -1.06200 1.75579 -1.80172 -0.2050
C 0.26043 -0.79176 1.09561 -0.0066
C -0.63416 0.61988 -0.95102 -0.0950
H -1.44104 2.52329 -3.86149 0.0606
H -0.20051 -1.65470 0.71724 0.0580
H 1.12895 2.06979 -0.23114 0.1297
H 1.64075 -3.04067 3.29695 0.0428
H -0.07583 -0.44008 2.00277 0.0457
H 1.39721 -0.94779 1.13388 0.1022
H -2.00809 2.17473 -1.60448 0.0620
H 0.74990 -3.32011 4.39858 0.0681
H -0.14495 1.11078 -3.65422 0.0668
H -0.85002 -0.35713 -1.37817 0.0922



Energy ordering: 1 at the bottom, the next structure 45.2 kcal/mol above.